Record 1
This record from the Open Molecules 2025 dataset describes a 2-piece molecular cluster, C10H10N4 overall in a non-equilibrium geometry. The level of theory is the ωB97M-V functional and the def2-TZVPD basis.

- E (eV) = -16491.1582
- lowest unoccupied orbital energy (eV) = 0.560
- HOMO energy (eV) = -8.97
- gap between HOMO and LUMO (eV) = 9.535
- SMILES = c1ccc2[nH]nnc2c1.C=C(C)C#N
- F_max (eV Å⁻¹) = 1.261
- ΔE to the lowest compared entry with this formula, charge and spin (kcal per mole) = 45.0

Geometry as XYZ:
```
24
C10H10N4 | the Open Molecules 2025 dataset | the ωB97M-V functional and the def2-TZVPD basis
C -2.534 -1.280 -0.102
C 4.495 0.238 0.193
C 4.310 -1.153 0.217
C 3.456 1.107 -0.034
C 3.076 -1.729 0.021
C 2.195 0.546 -0.235
C 2.013 -0.861 -0.200
C -4.047 0.005 1.178
C -3.133 0.949 -0.968
C -3.290 -0.098 0.087
N -1.902 -2.231 -0.228
N 0.976 1.109 -0.473
N 0.683 -1.014 -0.429
N 0.114 0.186 -0.579
H 5.489 0.627 0.357
H 5.167 -1.785 0.395
H 3.586 2.176 -0.061
H 2.933 -2.799 0.037
H 0.099 -1.841 -0.446
H -4.626 0.891 1.376
H -4.110 -0.791 1.903
H -3.542 0.591 -1.913
H -3.655 1.854 -0.675
H -2.074 1.159 -1.115
```

=====

Record 2
This record from the Open Molecules 2025 dataset describes one molecule with the formula C10H10N4O in a non-equilibrium geometry. The level of theory is the ωB97M-V functional and the def2-TZVPD basis.

- E (eV) = -18540.6827
- lowest unoccupied orbital energy (eV) = 0.539
- HOMO energy (eV) = -7.48
- gap between HOMO and LUMO (eV) = 8.024
- SMILES = Cc1cc2c(C)c3[nH]c(N)nc3nc2o1
- F_max (eV Å⁻¹) = 2.860
- ΔE to the lowest compared entry with this formula, charge and spin (kcal per mole) = 0.8

Geometry as XYZ:
```
25
C10H10N4O | the Open Molecules 2025 dataset | the ωB97M-V functional and the def2-TZVPD basis
N 0.108 -2.224 -0.917
N -1.008 -0.524 0.240
O -1.940 1.316 1.434
C 1.362 -2.409 -1.236
C -0.043 2.540 1.780
C -1.403 2.455 1.984
C 0.100 -1.028 -0.270
C -0.882 0.659 0.834
C 0.329 1.382 0.987
C 1.364 -0.412 -0.222
C 1.490 0.825 0.439
N 1.741 -3.511 -1.901
N 2.152 -1.338 -0.852
C -2.200 3.468 2.708
C 2.810 1.474 0.726
H 0.607 3.332 2.149
H 2.438 -3.424 -2.613
H 0.952 -4.128 -2.094
H 3.162 -1.279 -1.011
H -2.783 3.015 3.528
H -1.521 4.217 3.175
H -2.908 3.931 2.034
H 3.567 0.933 0.175
H 2.981 1.458 1.817
H 2.754 2.503 0.336
```

=====

Record 3
This record from the Open Molecules 2025 dataset describes C10H10N5O4RbS5 as an isolated structure. The level of theory is the ωB97M-V functional and the def2-TZVPD basis.

- charge = -2
- E (eV) = -81005.3454
- lowest unoccupied orbital energy (eV) = 3.957
- HOMO energy (eV) = -0.53
- gap between HOMO and LUMO (eV) = 4.489
- F_max (eV Å⁻¹) = 0.694
- ΔE to the lowest compared entry with this formula, charge and spin (kcal per mole) = 1.0

Geometry as XYZ:
```
35
C10H10N5O4RbS5 | the Open Molecules 2025 dataset | the ωB97M-V functional and the def2-TZVPD basis
Rb 0.656 0.523 0.174
C -3.743 -3.381 1.307
C -3.230 -2.545 2.417
N -3.702 -2.501 3.624
N -2.896 -1.584 4.251
C -1.938 -1.056 3.464
S -0.811 0.104 3.874
N -2.164 -1.689 2.273
N -1.382 -1.513 1.140
H -4.479 -4.077 1.703
H -2.918 -3.912 0.822
H -4.216 -2.755 0.546
H -3.019 -1.361 5.220
H -1.997 -1.236 0.378
H -0.962 -2.438 0.881
S 3.347 -1.451 0.000
S 2.660 -3.273 -0.734
S 0.645 -3.143 -1.210
S -0.368 -4.396 0.133
O 0.973 3.258 -0.241
C 0.233 4.222 -0.187
C -1.220 4.241 -0.165
C -1.806 5.487 -0.001
C -3.179 5.635 0.041
C -4.018 4.505 -0.090
C -3.478 3.273 -0.263
C -2.043 3.043 -0.310
O -1.575 1.906 -0.475
N -3.751 6.934 0.212
O -3.004 7.908 0.307
O -4.978 7.039 0.234
H 0.680 5.241 -0.156
H -1.179 6.365 0.097
H -5.089 4.645 -0.053
H -4.104 2.396 -0.370
```

=====

Record 4
This record from the Open Molecules 2025 dataset describes a 2-piece molecular cluster, C10H10S3 overall in a non-equilibrium geometry. The level of theory is the ωB97M-V functional and the def2-TZVPD basis.

- E (eV) = -43033.9469
- lowest unoccupied orbital energy (alpha / beta) (eV) = 0.286 / 0.287
- HOMO energy (alpha / beta) (eV) = -7.48 / -7.47
- gap between HOMO and LUMO (alpha / beta) (eV) = 7.761 / 7.761
- F_max (eV Å⁻¹) = 5.599
- ΔE to the lowest compared entry with this formula, charge and spin (kcal per mole) = 14.9

Geometry as XYZ:
```
23
C10H10S3 | the Open Molecules 2025 dataset | the ωB97M-V functional and the def2-TZVPD basis
C 1.497 -1.724 1.227
C -1.135 0.934 -1.490
C 1.690 -3.025 0.909
C -2.264 1.514 -2.061
C -0.059 -2.013 -0.536
C -2.293 1.519 0.380
C 0.468 -1.103 0.412
C -1.168 0.930 -0.112
C 1.891 0.917 -0.240
C -0.066 0.253 0.666
S 0.789 -3.522 -0.433
S -3.275 2.169 -0.836
S -0.061 0.744 2.400
H 2.150 -1.242 1.992
H -0.240 0.691 -2.051
H 2.358 -3.543 1.430
H -2.536 1.520 -3.138
H -0.853 -1.872 -1.130
H -2.502 1.675 1.413
H 1.472 1.780 -0.592
H 2.058 0.221 -0.993
H 2.763 1.231 0.429
H -0.683 1.947 2.354
```

=====

Record 5
This record from the Open Molecules 2025 dataset describes C10H11AlClF5In as an isolated structure in a non-equilibrium geometry. The level of theory is the ωB97M-V functional and the def2-TZVPD basis.

- charge = -1
- E (eV) = -48429.2650
- lowest unoccupied orbital energy (eV) = 2.213
- HOMO energy (eV) = -4.88
- gap between HOMO and LUMO (eV) = 7.095
- F_max (eV Å⁻¹) = 2.794
- ΔE to the lowest compared entry with this formula, charge and spin (kcal per mole) = 0.0

Geometry as XYZ:
```
29
C10H11AlClF5In | the Open Molecules 2025 dataset | the ωB97M-V functional and the def2-TZVPD basis
In -1.071 0.508 -0.140
Cl 0.967 -1.484 -0.312
C -0.604 1.404 -2.097
H -0.933 2.447 -2.076
H -1.032 0.832 -2.937
H 0.479 1.412 -2.223
Al -0.853 -2.659 -0.689
C -0.368 -3.828 -2.297
C -0.727 -4.230 0.682
C -2.420 -1.343 -0.683
H -0.758 -3.742 1.702
H -1.572 -4.988 0.631
H 0.253 -4.802 0.696
H -0.237 -3.134 -3.139
H 0.612 -4.321 -2.248
H -1.101 -4.587 -2.608
H -3.036 -1.599 -1.581
H -3.210 -1.747 -0.016
F -1.236 3.849 0.922
C -0.018 3.407 1.303
C 0.378 2.132 0.901
C 1.701 1.844 1.318
F 2.322 0.672 0.885
C 2.523 2.752 2.069
F 3.811 2.377 2.361
C 2.051 4.008 2.428
F 2.882 4.863 3.047
C 0.778 4.340 1.969
F 0.419 5.618 2.131
```

=====

Record 6
This record from the Open Molecules 2025 dataset describes C10H11AuClF5OTi as an isolated structure in a non-equilibrium geometry. The level of theory is the ωB97M-V functional and the def2-TZVPD basis.

- charge = -2
- E (eV) = -65505.4002
- lowest unoccupied orbital energy (alpha / beta) (eV) = 4.668 / 3.302
- <S²> = 6.01
- HOMO energy (alpha / beta) (eV) = 0.26 / -1.27
- gap between HOMO and LUMO (alpha / beta) (eV) = 4.405 / 4.575
- 2S+1 = 5
- F_max (eV Å⁻¹) = 5.263

Geometry as XYZ:
```
30
C10H11AuClF5OTi | the Open Molecules 2025 dataset | the ωB97M-V functional and the def2-TZVPD basis
Au -1.641 2.137 -0.614
Cl -1.528 4.252 -1.258
C -1.699 0.184 -0.316
H -0.783 -0.097 0.252
H -1.893 -0.412 -1.233
H -2.579 0.040 0.325
Ti 0.176 -0.387 -2.150
C 1.971 0.438 -2.777
C -0.775 -0.135 -3.942
C 0.697 -2.270 -2.237
H -1.214 -1.129 -4.102
H -1.555 0.628 -3.820
H -0.069 0.119 -4.733
H 2.754 -0.275 -2.487
H 1.943 0.568 -3.867
H 2.090 1.410 -2.250
H 0.039 -3.088 -2.531
H 1.666 -2.493 -1.791
F 0.953 -0.342 6.847
C 0.855 0.109 5.584
C 0.500 1.441 5.336
F 0.372 2.304 6.377
C 0.419 1.913 4.054
F 0.169 3.216 3.830
C 0.705 1.065 2.915
O 0.678 1.462 1.730
C 0.962 -0.311 3.228
F 1.181 -1.157 2.208
C 1.043 -0.774 4.511
F 1.411 -2.038 4.766
```

=====

Record 7
This record from the Open Molecules 2025 dataset describes C10H11ClF5HoRh as an isolated structure in a non-equilibrium geometry. The level of theory is the ωB97M-V functional and the def2-TZVPD basis.

- charge = -1
- E (eV) = -65457.3323
- lowest unoccupied orbital energy (alpha / beta) (eV) = 2.753 / 1.795
- <S²> = 20.03
- HOMO energy (alpha / beta) (eV) = -0.80 / -5.86
- gap between HOMO and LUMO (alpha / beta) (eV) = 3.554 / 7.654
- 2S+1 = 9
- F_max (eV Å⁻¹) = 2.990

Geometry as XYZ:
```
29
C10H11ClF5HoRh | the Open Molecules 2025 dataset | the ωB97M-V functional and the def2-TZVPD basis
Ho 1.075 -1.380 0.696
Cl 2.981 -2.032 2.235
C 1.439 0.519 -0.677
H 0.816 1.369 -0.373
H 1.573 0.505 -1.762
H 2.443 0.700 -0.240
Rh -0.313 -0.869 -1.675
C -0.852 -2.563 -0.428
C 1.362 -2.030 -2.105
C -1.363 0.537 -2.337
H 1.723 -1.495 -2.995
H 2.176 -2.102 -1.349
H 0.992 -3.020 -2.413
H -1.906 -2.375 -0.203
H -0.795 -3.366 -1.170
H -0.353 -2.959 0.493
H -0.822 1.494 -2.441
H -2.461 0.499 -2.281
F -1.626 1.532 0.163
C -1.351 1.113 1.425
C -0.642 -0.027 1.759
C -0.465 -0.247 3.116
F 0.213 -1.388 3.498
C -0.902 0.639 4.111
F -0.652 0.316 5.394
C -1.544 1.821 3.719
F -1.886 2.734 4.639
C -1.789 2.043 2.367
F -2.379 3.180 1.957
```

=====

Record 8
This record from the Open Molecules 2025 dataset describes C10H11F12LiN4O8S4 as an isolated structure in a non-equilibrium geometry. The level of theory is the ωB97M-V functional and the def2-TZVPD basis.

- charge = +1
- E (eV) = -109031.1782
- lowest unoccupied orbital energy (alpha / beta) (eV) = -2.984 / -9.333
- <S²> = 0.77
- HOMO energy (alpha / beta) (eV) = -12.94 / -12.94
- gap between HOMO and LUMO (alpha / beta) (eV) = 9.960 / 3.610
- 2S+1 = 2
- F_max (eV Å⁻¹) = 6.172

Geometry as XYZ:
```
50
C10H11F12LiN4O8S4 | the Open Molecules 2025 dataset | the ωB97M-V functional and the def2-TZVPD basis
Li -0.513 0.460 -1.970
C -1.322 -0.215 5.383
C 0.138 0.165 5.119
N 0.673 -0.345 3.847
C 0.815 -1.642 3.484
C 1.556 -1.654 2.286
N 1.796 -0.385 1.902
C 1.364 0.419 2.986
C 2.290 0.038 0.537
H -1.363 -1.300 5.287
H -1.964 0.286 4.658
H -1.763 0.135 6.316
H 0.832 -0.202 5.875
H 0.211 1.253 5.098
H 0.426 -2.479 4.043
H 1.860 -2.443 1.614
H 1.472 1.493 3.014
H 3.361 -0.090 0.381
H 2.129 1.100 0.348
H 1.732 -0.434 -0.272
C 0.102 3.779 -1.158
F -0.616 4.304 -2.109
F 0.937 2.882 -1.690
F 0.903 4.704 -0.710
S -0.862 2.900 0.285
O 0.167 2.746 1.311
O -1.967 3.817 0.561
N -1.305 1.396 -0.544
S -2.291 0.848 0.560
O -1.702 0.595 1.867
O -3.564 1.575 0.519
C -2.685 -0.946 -0.095
F -1.997 -1.196 -1.169
F -2.282 -1.894 0.840
F -4.033 -1.040 -0.326
C 2.523 -2.159 -3.049
F 3.212 -2.626 -2.013
F 2.780 -0.839 -3.149
F 2.905 -2.820 -4.100
S 0.647 -2.404 -2.695
O 0.037 -3.539 -3.456
O 0.534 -2.536 -1.211
N 0.127 -0.878 -3.260
S -0.253 -1.093 -4.708
O 0.922 -1.322 -5.588
O -1.434 -1.974 -4.957
C -0.980 0.620 -4.917
F -0.134 1.567 -4.438
F -1.271 0.796 -6.236
F -2.148 0.574 -4.301
```

=====

Record 9
This record from the Open Molecules 2025 dataset describes a 2-piece molecular cluster, C10H11IN2 overall in a non-equilibrium geometry. The level of theory is the ωB97M-V functional and the def2-TZVPD basis.

- E (eV) = -21626.7301
- lowest unoccupied orbital energy (eV) = 0.117
- HOMO energy (eV) = -8.18
- gap between HOMO and LUMO (eV) = 8.298
- F_max (eV Å⁻¹) = 3.947
- ΔE to the lowest compared entry with this formula, charge and spin (kcal per mole) = 0.0

Geometry as XYZ:
```
24
C10H11IN2 | the Open Molecules 2025 dataset | the ωB97M-V functional and the def2-TZVPD basis
C 2.987 1.120 0.429
C 1.804 1.487 0.995
C 1.680 1.566 -1.182
C -0.915 -2.649 0.155
C -0.890 -1.805 1.326
C -0.875 -2.113 -1.066
C -1.096 -0.484 1.212
C -0.703 -0.632 -1.246
C -1.299 0.110 -0.099
C -0.396 2.054 0.030
N 2.894 1.174 -0.929
N 0.957 1.790 -0.043
I -3.376 0.695 -0.389
H 3.900 0.819 0.901
H 1.499 1.574 2.017
H 1.283 1.736 -2.164
H -1.008 -3.713 0.301
H -0.766 -2.265 2.293
H -0.908 -2.714 -1.962
H -1.207 0.146 2.084
H 0.383 -0.430 -1.266
H -1.110 -0.300 -2.201
H -0.758 2.396 0.987
H -0.810 2.544 -0.838
```

=====

> E of number 9 (C10H11IN2)?

-21626.7301 eV